Record 1
A molecular structure, C8H24Ba2NO7, computed with ωB97M-V with the def2-TZVPD basis set.

Element x y z (Å)
Ba 18.30016 -13.08668 18.78354
Ba 18.06441 -15.75242 23.05609
N 20.21395 -12.80365 21.64355
O 20.98521 -12.56874 22.53162
O 19.09096 -13.24360 21.83700
O 20.38928 -12.51351 20.50181
C 18.84245 -12.62725 25.38728
C 19.64602 -13.81476 25.69785
O 19.92545 -14.44208 24.48302
H 18.62444 -12.02810 26.27135
H 17.82799 -12.79781 25.02691
H 19.31907 -11.93197 24.69624
H 19.06643 -14.46841 26.34971
H 20.54075 -13.53500 26.25400
H 20.61058 -13.94160 24.03389
C 23.93225 -9.54394 20.02695
C 22.97103 -10.49109 19.32615
O 21.66959 -9.98523 19.48552
H 23.94518 -8.64377 19.41243
H 24.89111 -10.05705 20.10050
H 23.69503 -9.25074 21.04962
H 23.05881 -11.46146 19.81480
H 23.17691 -10.60582 18.26194
H 21.33312 -10.66052 20.07913
C 24.57905 -14.48926 24.83151
C 23.19448 -15.06739 24.56271
O 22.71398 -14.93279 23.26885
H 24.54670 -13.44546 24.51923
H 25.31410 -15.02634 24.23207
H 24.96552 -14.57309 25.84725
H 22.43921 -14.63269 25.21746
H 23.32741 -16.12760 24.77803
H 22.58146 -14.01076 23.03670
C 18.33872 -9.80941 22.34994
C 18.11456 -9.51292 20.84741
O 17.66105 -10.73664 20.19130
H 18.47353 -8.90301 22.94017
H 19.21968 -10.37396 22.65536
H 17.47459 -10.30466 22.79279
H 18.99553 -9.11848 20.34103
H 17.33512 -8.76992 20.67854
H 16.78490 -10.89174 20.55173

Output
multiplicity	2
LUMO (spin up / spin down)	-13.678 / -16.412	eV
charge	+4



Record 2
A molecular structure, C8H24ClI2P2PdS, computed with ωB97M-V with the def2-TZVPD basis set.

Element x y z (Å)
I -1.81871 -0.43348 -1.62631
I -0.14097 0.04039 1.71330
Pd 2.13955 0.51307 0.27583
P 1.73644 -1.75975 -0.20870
C 0.36652 -2.86381 0.29650
C 2.15964 -2.49272 -1.81779
H 2.55111 -3.50266 -1.65002
H 3.33001 -3.36612 0.63086
H 2.91096 -1.87142 -2.32191
H 3.94061 -1.66455 0.68498
H -0.47160 -2.70342 -0.38939
H 1.23777 -2.53768 -2.41033
C 3.08498 -2.32708 0.86715
H 0.70524 -3.89659 0.26302
H 2.74192 -2.22163 1.89846
H 0.04209 -2.61100 1.31209
P 0.89472 2.29353 -0.45945
C -0.79912 2.83357 -0.02803
C 1.88743 3.50120 0.48939
H 1.95907 2.64403 -2.60306
H 0.93694 4.04840 -2.08762
H 0.15566 2.54577 -2.71389
C 1.00546 2.95419 -2.15153
H 2.94606 3.24517 0.33952
H 1.64303 4.50720 0.11624
H -0.85358 3.92141 -0.13989
H -1.02918 2.53810 1.00453
H 1.60747 3.37783 1.54136
H -1.51922 2.33898 -0.70046
Cl 3.60191 0.70622 -1.48665
C -3.60575 -0.81492 2.54416
S -3.33819 0.01885 0.95532
C -4.56193 -0.89702 -0.03058
H -2.69872 -0.74648 3.16123
H -3.86260 -1.86686 2.35160
H -4.44605 -0.26968 3.01113
H -4.23880 -1.93314 -0.19684
H -5.50006 -0.88772 0.53498
H -4.70011 -0.36016 -0.96920

Output
multiplicity	5
energy relative to the best compared isomer or geometry (same formula, charge and spin)	23.7	kcal per mole
LUMO (spin up / spin down)	-12.325 / -14.276	eV
charge	+3



Record 3
A molecular structure, C8H24ClI2P2RuS, computed with ωB97M-V with the def2-TZVPD basis set.

Element x y z (Å)
I -0.56330 -1.85360 0.40874
I 1.67476 -0.29008 0.75789
Ru -2.20640 2.98615 0.16297
P 0.65772 -0.33466 -1.98050
C 1.84202 -1.69664 -2.47029
C -0.67774 -0.51240 -3.22830
H -0.24133 -0.53949 -4.24266
H 1.84394 0.97613 -3.66128
H -1.35123 0.35227 -3.14193
H 0.97678 2.01124 -2.47297
H 1.42061 -2.64915 -2.13107
H -1.25331 -1.42892 -3.05564
C 1.60049 1.10849 -2.60053
H 1.96748 -1.69234 -3.56406
H 2.52840 1.25604 -2.03004
H 2.80078 -1.52355 -1.96462
P -0.96038 0.92956 1.49039
C -0.67575 0.10605 3.17310
C -0.48273 2.61348 1.95695
H -3.18539 1.63350 0.69093
H -2.97490 1.43562 2.55164
H -3.10995 0.00858 1.48573
C -2.74939 1.03985 1.56322
H -0.73822 3.31202 1.09506
H -1.00655 2.80515 2.89655
H -1.21499 0.70833 3.90501
H 0.38237 0.08648 3.44114
H 0.60402 2.56369 2.17303
H -1.06018 -0.91319 3.17136
Cl -2.68547 3.82431 -1.84396
C 3.19779 -3.12147 1.77844
S 1.56216 -3.09836 2.60402
C 0.91785 -4.59615 1.82146
H 3.60098 -2.12030 1.72525
H 3.30439 -3.58745 0.79441
H 3.84282 -3.63215 2.48518
H 0.97837 -4.67992 0.73619
H 1.54941 -5.33178 2.34198
H -0.11468 -4.65748 2.14483

Output
multiplicity	5
energy relative to the best compared isomer or geometry (same formula, charge and spin)	136.8	kcal per mole
LUMO (spin up / spin down)	-12.352 / -13.103	eV
charge	+3



Record 4
A molecular structure, C8H24EuO2P2, computed with ωB97M-V with the def2-TZVPD basis set.

Element x y z (Å)
Eu 0.80906 0.00493 -0.90430
H -2.24998 -0.46439 0.61963
H -2.24684 0.28489 0.62294
P -0.10968 -2.68861 -0.46556
P -0.11406 2.69131 -0.45209
C 1.36954 3.59219 0.13513
H 1.32383 4.65447 -0.13828
H 1.41708 3.49241 1.23138
H 2.27730 3.14246 -0.30540
C -0.01534 2.98384 -2.30060
H -0.88463 2.48623 -2.77283
H -0.03899 4.07260 -2.47771
H 0.92761 2.54843 -2.70187
C -1.58065 3.62337 0.08604
H -1.65425 3.54759 1.18791
H -1.56138 4.67981 -0.21591
H -2.46925 3.13118 -0.35508
C 0.15863 -2.95186 -2.30785
H 0.10892 -4.03716 -2.50404
H -0.64294 -2.41600 -2.85320
H 1.15283 -2.55212 -2.61238
C 1.27629 -3.64208 0.25226
H 1.20901 -3.56265 1.34919
H 1.23624 -4.69853 -0.04306
H 2.23720 -3.20949 -0.07769
C -1.65886 -3.57694 -0.11607
H -2.47357 -3.04752 -0.64704
H -1.63700 -4.62791 -0.43594
H -1.85504 -3.51415 0.97114
C 2.21536 -0.01219 1.34407
O 2.93646 -0.01017 2.25271
H -0.84833 -0.00253 -2.04954
C 0.31741 0.01497 3.39833
O 0.37561 0.04208 2.00627
H 0.74774 -0.88777 3.84896
H -0.77442 -0.00203 3.54078
H 0.71908 0.91135 3.88970

Output
multiplicity	8
energy relative to the best compared isomer or geometry (same formula, charge and spin)	0.0	kcal per mole
LUMO (spin up / spin down)	-0.232 / -0.203	eV
charge	0



Record 5
A molecular structure, C8H24FNaO4S4, computed with ωB97M-V with the def2-TZVPD basis set.

Element x y z (Å)
Na -7.71073 11.50153 -16.69839
F -9.69553 12.63451 -15.58171
C -9.28434 8.80289 -14.07633
S -7.67616 8.78234 -14.93007
O -8.00612 9.06569 -16.41409
C -7.59697 6.92773 -15.09395
H -9.17506 8.40370 -13.06796
H -9.98796 8.08037 -14.48983
H -9.60445 9.83267 -13.91768
H -6.82134 6.57798 -15.77526
H -8.54053 6.67732 -15.57879
H -7.60402 6.34895 -14.17033
C -5.65673 15.48283 -17.48812
S -6.66472 14.26596 -18.43871
O -6.29712 12.97060 -17.73679
C -8.29296 14.71271 -17.76823
H -6.03669 15.41996 -16.46842
H -5.69732 16.55901 -17.65636
H -4.62204 15.15636 -17.38355
H -8.52576 15.68220 -18.20868
H -8.18394 14.95430 -16.71096
H -9.03617 13.92719 -17.90498
C -4.41991 13.61029 -14.29816
S -5.57260 12.22562 -13.79388
O -5.75877 11.59087 -15.13620
C -6.96699 13.12089 -13.18196
H -4.78157 14.16876 -15.16153
H -3.40015 13.28940 -14.51087
H -4.42654 14.35790 -13.50499
H -7.59854 12.42909 -12.62459
H -7.49861 13.42459 -14.08377
H -6.72980 13.94152 -12.50491
C -9.68161 10.21216 -21.20364
S -8.88253 11.82311 -20.62511
O -8.62159 11.53440 -19.17790
C -7.26077 11.47379 -21.48806
H -10.67742 9.93734 -20.85587
H -9.05690 9.35969 -20.93693
H -9.76964 10.26912 -22.28858
H -6.44012 12.08678 -21.11543
H -7.34960 11.57563 -22.56965
H -7.03814 10.47887 -21.10248

Output
energy relative to the best compared isomer or geometry (same formula, charge and spin)	41.2	kcal per mole
LUMO	0.361	eV
charge	0



Record 6
A molecular structure, C8H24FO8Zn, computed with ωB97M-V with the def2-TZVPD basis set.

Element x y z (Å)
Zn -14.89828 14.12741 -21.49667
F -13.83287 12.70566 -22.39914
C -14.04065 15.66956 -24.17041
C -14.06565 14.79167 -25.37466
O -13.78309 13.36238 -25.10208
O -15.13804 15.14924 -23.47567
H -14.10251 16.72939 -24.41748
H -13.11630 15.55244 -23.60475
H -13.29784 14.91476 -26.13847
H -15.03734 14.79440 -25.86854
H -13.80342 12.95891 -24.23122
H -15.90914 15.52297 -23.90850
C -12.98305 8.44932 -25.06356
C -12.70246 9.55655 -24.07925
O -13.79606 9.89599 -23.24669
O -12.84194 7.17892 -24.37803
H -12.20154 8.50442 -25.82139
H -13.98236 8.44191 -25.49878
H -12.52953 10.42662 -24.71263
H -11.81377 9.44051 -23.45887
H -13.58027 10.69779 -22.76487
H -13.39599 7.29340 -23.60245
C -16.15336 12.31710 -19.82372
C -17.50090 12.60574 -20.55661
O -16.94287 13.41908 -21.55705
O -15.24960 13.41393 -19.58119
H -15.60777 11.51569 -20.32191
H -16.41277 11.84761 -18.87483
H -18.16878 13.26854 -20.00638
H -18.12697 11.75465 -20.82456
H -17.71779 13.63398 -22.08137
H -15.04802 13.31899 -18.64740
C -14.45636 17.09314 -20.90217
C -13.13085 16.44182 -20.42411
O -13.01227 15.09776 -20.99057
O -15.48578 16.05208 -20.63946
H -14.29819 17.34346 -21.95118
H -14.78222 18.03376 -20.45815
H -12.86062 16.29658 -19.37818
H -12.19716 16.95345 -20.65768
H -12.07652 14.90927 -21.09280
H -16.22999 16.61013 -20.40212

Output
multiplicity	2
LUMO (spin up / spin down)	-0.021 / -0.047	eV
charge	0



The highest charge belongs to which entry?
C8H24Ba2NO7



What is the formula in the first record?
C8H24Ba2NO7